Here is 16 unconnected molecules or ions with the total composition C25H85N29O16 in a non-equilibrium geometry from OMol25. Energies are from wB97M-V/def2-TZVPD.

```
! wB97M-V def2-TZVPD RIJCOSX def2/J DEFGRID3
* xyz 0 1
C -3.27 0.16 -5.67
C -2.79 -1.27 -5.74
C -1.89 -1.62 -6.95
O -2.76 -1.89 -8.08
C -2.23 -2.69 -9.11
N -1.96 -1.44 -4.59
H -3.68 0.42 -4.69
H -4.09 0.40 -6.35
H -2.45 0.84 -5.88
H -3.63 -1.96 -5.70
H -1.24 -2.46 -6.72
H -1.31 -0.77 -7.30
H -2.34 -3.76 -8.93
H -1.31 -2.44 -9.64
H -2.83 -2.52 -10.01
H -1.79 -2.44 -4.56
H -2.66 -1.23 -3.89
C 7.23 -1.52 4.16
C 6.03 -1.37 3.19
C 4.80 -0.87 4.03
O 3.65 -0.65 3.41
C 2.59 0.07 4.15
N 6.43 -0.52 2.15
H 7.95 -2.12 3.60
H 6.99 -2.20 4.98
H 7.63 -0.54 4.42
H 5.77 -2.35 2.78
H 5.13 0.02 4.57
H 4.50 -1.53 4.84
H 3.08 0.86 4.72
H 2.07 -0.56 4.87
H 1.95 0.58 3.43
H 6.03 0.37 2.44
H 7.42 -0.35 2.05
C 0.23 3.69 2.58
C -1.24 3.46 2.43
C -1.67 4.10 1.06
O -3.05 3.93 0.78
C -3.95 4.84 1.49
N -1.37 2.05 2.58
H 0.49 4.73 2.36
H 0.85 2.96 2.07
H 0.37 3.60 3.65
H -1.74 3.92 3.28
H -1.18 3.57 0.24
H -1.33 5.13 1.09
H -4.03 4.32 2.44
H -4.93 4.84 1.03
H -3.55 5.86 1.51
H -1.32 1.88 3.58
H -2.33 1.86 2.30
C -5.02 -0.43 1.88
O -4.91 -1.38 1.08
N -6.16 0.35 2.04
N -4.05 -0.05 2.62
H -6.32 0.81 2.92
H -6.92 -0.08 1.52
H -4.25 0.50 3.44
H -3.19 -0.57 2.48
C -0.44 -0.01 -0.24
O -0.10 -1.02 -0.78
N -1.65 0.46 -0.16
N 0.40 0.79 0.43
H -1.75 1.42 0.13
H -2.50 0.01 -0.47
H 1.35 0.44 0.44
H -0.13 1.34 1.09
C 3.47 -4.14 2.26
O 4.35 -4.12 3.03
N 3.07 -5.23 1.63
N 2.83 -3.08 1.87
H 3.65 -6.05 1.62
H 2.26 -5.16 1.03
H 2.99 -2.21 2.36
H 2.10 -3.14 1.17
C 6.94 2.83 2.37
O 7.39 2.86 1.22
N 5.74 2.53 2.77
N 7.62 3.07 3.47
H 5.17 2.18 2.01
H 5.51 2.53 3.75
H 8.61 3.23 3.44
H 7.11 3.13 4.34
C 3.97 0.83 -0.29
O 4.25 1.65 0.56
N 3.81 1.00 -1.53
N 3.75 -0.39 0.12
H 4.00 1.95 -1.82
H 3.68 0.18 -2.10
H 3.76 -0.54 1.11
H 3.46 -1.22 -0.39
C -1.95 1.08 6.51
O -1.73 1.74 5.52
N -2.13 1.70 7.63
N -2.07 -0.17 6.67
H -2.01 1.28 8.55
H -2.11 2.70 7.58
H -2.32 -0.44 7.62
H -2.08 -0.78 5.87
C 1.71 -0.12 -4.16
O 2.91 0.08 -4.22
N 1.07 0.27 -3.14
N 1.01 -1.00 -4.91
H 1.44 0.88 -2.43
H 0.11 0.00 -3.01
H 1.45 -1.34 -5.75
H 0.08 -1.26 -4.63
C -1.37 -2.08 3.29
O -1.30 -1.92 4.47
N -2.28 -2.71 2.62
N -0.51 -1.61 2.45
H -2.37 -2.65 1.62
H -2.96 -3.03 3.29
H 0.26 -1.09 2.87
H -0.51 -1.92 1.49
C 2.11 4.05 -2.26
O 3.26 4.12 -2.62
N 1.05 4.20 -2.90
N 1.86 3.93 -1.01
H 0.14 4.20 -2.46
H 0.98 4.25 -3.91
H 0.88 3.88 -0.78
H 2.43 4.23 -0.23
C -5.12 -0.78 -2.51
O -4.18 -0.02 -2.23
N -5.60 -1.64 -1.68
N -5.52 -1.08 -3.66
H -5.38 -1.63 -0.70
H -6.45 -2.06 -2.02
H -5.12 -0.44 -4.33
H -6.42 -1.53 -3.79
C 2.01 -4.15 -1.48
O 1.47 -4.73 -0.55
N 1.73 -2.92 -2.01
N 3.02 -4.65 -2.09
H 2.20 -2.61 -2.85
H 1.00 -2.38 -1.57
H 3.47 -4.12 -2.82
H 3.42 -5.53 -1.80
C -2.99 -3.93 -1.53
O -2.11 -4.42 -2.31
N -2.69 -2.90 -0.81
N -4.15 -4.42 -1.20
H -3.37 -2.32 -0.33
H -1.71 -2.67 -0.83
H -4.69 -4.99 -1.84
H -4.65 -3.95 -0.46
C -2.60 3.62 -2.51
O -1.72 4.46 -2.27
N -2.89 3.27 -3.71
N -3.53 3.15 -1.68
H -3.71 2.69 -3.82
H -2.40 3.69 -4.48
H -4.05 2.32 -1.90
H -3.50 3.56 -0.75
*
```

The total energy is -3795.56646 Eh. For the relative energy (zero: lowest compared OMol25 entry of this formula, charge and spin), the calculation gives 1.616 eV. The calculation puts the HOMO energy at -7.78 eV. Its HOMO-LUMO gap is 0.2695 Ha.